Here is a structure of composition C34H39IN2OP2RhS3 in a non-equilibrium geometry from the OMol25 dataset. Energies are from wB97M-V/def2-TZVPD.

The total energy comes out at -103106.936 eV. Its charge is +1. The calculation puts the HOMO-LUMO gap (spin up / spin down) at 5.8 / 5.7 eV. The calculation puts the energy relative to the best compared isomer or geometry (same formula, charge and spin) at 19.9 kcal per mole. The LUMO energy (spin up / spin down) is -4.26 / -4.27 eV.

Element x y z (Å)
I  -3.6407  4.4581  -1.6879
Rh  1.0766  1.0835  -1.2613
S  -1.1498  -4.2863  3.9524
S  1.0299  0.3058  -3.3113
S  3.3926  0.9620  -1.4435
P  -0.1640  -0.6441  -0.5106
P  1.5997  0.5349  1.3742
O  -0.1204  3.0515  -1.9152
N  0.5374  -0.8641  1.0289
N  -1.2698  2.8780  -3.8541
C  3.6902  0.5794  -3.0676
C  0.6035  2.0590  1.0725
C  0.3228  0.5198  3.9262
C  5.1178  0.4930  -3.5278
C  -0.6591  -4.2147  -3.3886
C  0.4747  -3.3071  -1.4651
C  -0.9614  3.4867  -2.6986
C  0.2784  -4.3362  -2.3777
C  2.7411  0.3191  5.2796
C  1.3155  -2.0842  1.3975
C  -1.4082  -3.0501  -3.4884
C  2.7232  0.3859  3.8897
C  1.5504  0.3487  5.9858
C  -0.4213  4.6519  1.0952
C  -2.6693  -3.8227  3.0987
C  2.6179  0.3136  -3.9150
C  -0.0553  -2.9930  3.3304
C  -4.6098  0.0640  0.4267
C  -4.0196  0.7239  -0.6416
C  -1.2202  -2.0261  -2.5775
C  2.7805  -0.0632  -5.3598
C  -0.2798  -2.1399  -1.5455
C  1.5172  0.4859  3.2055
C  -1.6653  4.7868  -2.4103
C  -1.9140  -0.3284  -0.1313
C  0.4166  -3.2107  1.8977
C  -0.7620  2.2808  1.3252
C  -2.5086  -0.9830  0.9450
C  -3.8517  -0.7843  1.2246
C  0.9210  4.4543  0.8395
C  -2.6719  0.5355  -0.9154
C  -1.2638  3.5633  1.3327
C  0.3379  0.4498  5.3083
C  1.4316  3.1596  0.8200
H  -1.4210  1.4531  1.5417
H  1.9922  -1.7880  2.2016
H  -1.9555  3.2648  -4.4787
H  -2.3132  3.7260  1.5407
H  1.5612  0.2938  7.0671
H  -1.9125  -1.6302  1.5760
H  5.7185  -0.0439  -2.7933
H  -0.6256  0.5884  3.4055
H  -4.6067  1.3931  -1.2570
H  1.2172  -3.4527  -0.6987
H  -1.7727  5.4033  -3.2978
H  1.8247  -0.3242  -5.8118
H  3.4522  -0.9158  -5.4700
H  0.9471  -4.1636  1.8291
H  3.6538  0.3597  3.3332
H  -0.8254  5.6570  1.1235
H  3.6844  0.2414  5.8047
H  -5.6602  0.2136  0.6421
H  -0.8090  -5.0223  -4.0936
H  -2.6159  -3.9879  2.0220
H  0.7987  -2.9638  4.0104
H  -3.4687  -4.4442  3.4991
H  -0.5639  -2.0311  3.4274
H  -1.8250  -1.1337  -2.6735
H  -0.4507  -3.2957  1.2366
H  -2.2078  1.0885  -1.7271
H  -0.7853  2.0304  -4.1078
H  -0.5915  0.4734  5.8634
H  5.2128  -0.0071  -4.4889
H  -4.3083  -1.2938  2.0645
H  1.9679  -2.4026  0.5833
H  0.8673  -5.2396  -2.2874
H  -2.1458  -2.9389  -4.2726
H  2.4889  3.0006  0.6393
H  -1.1248  5.3141  -1.6340
H  5.5427  1.4942  -3.6217
H  -2.9154  -2.7787  3.3036
H  3.2076  0.7707  -5.9210
H  1.5772  5.2951  0.6579

These are the Mulliken partial charges, in e, on atoms 1 to 6: atom 1 (I): 0.11, atom 2 (Rh): 0.42, atom 3 (S): -0.10, atom 4 (S): -0.28, atom 5 (S): -0.12, atom 6 (P): -0.55